No. 1
{"formula": "C20H26N4O3", "method": "ωB97M-V/def2-TZVPD", "total_energy_ev": -33262.1437, "e_homo_ha": -0.293, "smiles": "Cc1cccc(OCCNc2cc(N3CCN(C)CC3)ccc2[N+](=O)[O-])c1", "lumo_ev": 0.1, "relative_energy_kcal_mol": 124.4, "charge": 0, "symbols": ["C", "C", "C", "C", "C", "C", "C", "H", "H", "H", "O", "C", "C", "N", "C", "C", "C", "N", "C", "H", "C", "N", "C", "H", "H", "H", "C", "H", "C", "H", "H", "H", "H", "H", "H", "C", "C", "C", "N", "O", "O", "H", "H", "H", "H", "H", "H", "H", "H", "H", "H", "H", "H"], "xyz": [[-4.1060, -0.4015, -1.2750], [-3.3358, -1.6161, -0.8525], [-2.1320, -1.4864, -0.1840], [-1.4121, -2.6044, 0.2336], [-1.9111, -3.8739, -0.0274], [-3.1176, -4.0034, -0.6969], [-3.8275, -2.8926, -1.1065], [-4.7655, -3.0120, -1.6279], [-3.5022, -4.9922, -0.8991], [-1.3797, -4.7604, 0.2799], [-0.2451, -2.3399, 0.8919], [0.5767, -3.4215, 1.2711], [1.8601, -2.8600, 1.9017], [2.7631, -2.2996, 0.9388], [2.7608, -1.0424, 0.4437], [1.8962, -0.0565, 0.9217], [1.9286, 1.2672, 0.4878], [1.0827, 2.1960, 1.0333], [-0.2832, 1.8798, 1.3870], [-0.4030, 0.8155, 1.5751], [-1.2223, 2.3026, 0.2506], [-1.0908, 3.7249, -0.0017], [-2.0437, 4.1908, -0.9845], [-1.9333, 5.2676, -1.1026], [-3.0517, 3.9808, -0.6298], [-1.9098, 3.7138, -1.9683], [0.2769, 4.0390, -0.3735], [0.3562, 5.1168, -0.5314], [1.2031, 3.6113, 0.7672], [2.2376, 3.8772, 0.5586], [0.8908, 4.1381, 1.6755], [0.5739, 3.5245, -1.3061], [-2.2563, 2.0963, 0.5376], [-0.9797, 1.7093, -0.6522], [-0.5464, 2.4345, 2.2931], [2.8977, 1.6188, -0.4822], [3.7374, 0.6710, -0.9867], [3.6996, -0.6659, -0.5615], [4.5888, -1.5558, -1.1720], [5.3671, -1.1273, -2.0123], [4.5684, -2.7540, -0.8602], [4.4553, 0.9273, -1.7510], [2.9598, 2.6227, -0.8662], [1.1795, -0.3453, 1.6689], [3.3750, -2.9422, 0.4388], [2.3785, -3.6822, 2.4015], [1.5907, -2.1150, 2.6536], [0.8379, -4.0308, 0.3954], [0.0592, -4.0540, 2.0061], [-1.7218, -0.5112, 0.0249], [-4.8284, -0.1328, -0.5036], [-3.4429, 0.4464, -1.4277], [-4.6540, -0.5927, -2.1946]], "atomic_forces_ev_per_a": [[-0.03, -0.02, 0.07], [0.11, -0.04, 0.03], [0.08, -0.12, 0.05], [-0.13, 0.07, -0.05], [0.32, -0.05, 0.18], [-0.11, 0.06, -0.05], [-0.03, -0.08, -0.02], [-0.10, -0.01, -0.07], [-0.03, -0.08, -0.02], [0.08, -0.05, 0.04], [-0.11, 0.13, -0.08], [0.30, -0.19, 0.32], [-0.61, -0.03, -0.21], [0.21, -0.48, -0.17], [0.33, -0.04, -0.25], [-0.20, 0.07, 0.06], [0.40, -0.38, 0.00], [-0.01, 0.16, 0.16], [-0.36, -0.19, -0.14], [0.02, 0.03, 0.05], [0.04, -0.03, 0.28], [0.03, -0.04, 0.01], [0.04, -0.03, 0.02], [-0.05, 0.05, -0.06], [-0.07, 0.02, -0.05], [0.00, -0.01, -0.03], [0.14, 0.07, 0.25], [0.03, -0.01, -0.04], [0.06, 0.26, -0.35], [-0.03, -0.01, 0.05], [0.07, 0.02, -0.08], [-0.01, 0.04, 0.02], [-0.01, -0.06, -0.04], [-0.05, -0.01, 0.03], [-0.04, -0.09, -0.02], [-0.05, 0.18, -0.01], [0.07, -0.26, 0.03], [-0.80, 1.02, 0.42], [0.70, -0.51, -0.52], [0.01, -0.12, 0.03], [0.09, -0.03, -0.07], [-0.01, 0.03, 0.01], [-0.01, 0.08, -0.04], [-0.05, -0.02, 0.06], [-0.14, 0.30, 0.19], [-0.07, 0.08, 0.03], [0.04, -0.11, 0.07], [-0.05, 0.03, 0.09], [0.01, 0.03, -0.08], [0.08, 0.17, 0.01], [-0.07, 0.07, 0.00], [0.02, 0.10, -0.04], [-0.04, 0.05, -0.07]], "mulliken_charge": [-1.46, 0.58, 0.02, 0.49, -0.63, -0.78, -0.61, 0.39, 0.36, 0.37, -0.08, -0.35, -1.57, -0.01, 0.86, -0.19, 0.67, 0.05, -0.97, 0.32, -0.76, -0.10, -1.11, 0.35, 0.34, 0.38, -0.51, 0.51, -1.31, 0.58, 0.40, 0.37, 0.62, 0.39, 0.30, -0.62, -0.97, -0.56, 1.09, -0.69, -0.79, 0.49, 0.27, 0.54, 0.22, 0.42, 0.39, 0.49, 0.50, 0.30, 0.29, 0.28, 0.42]}



No. 2
{"formula": "C20H26N4O5", "method": "ωB97M-V/def2-TZVPD", "total_energy_ev": -37363.0298, "e_homo_ha": -0.316, "smiles": "CC[C@H](C)[C@H](NC(=O)N1CC(=O)Nc2ccccc21)C(=O)N1CCC[C@@H]1C(=O)O", "lumo_ev": 0.6, "relative_energy_kcal_mol": 1.6, "charge": 0, "symbols": ["C", "H", "H", "C", "H", "H", "C", "C", "H", "H", "H", "C", "N", "C", "O", "N", "C", "C", "C", "C", "C", "C", "N", "C", "O", "C", "H", "H", "H", "H", "H", "H", "H", "H", "H", "C", "O", "N", "C", "C", "H", "C", "H", "H", "C", "H", "H", "H", "H", "C", "O", "O", "H", "H", "H"], "xyz": [[-3.2101, 0.6237, -2.4113], [-2.4310, 1.2729, -2.0238], [-2.7724, -0.0478, -3.1472], [-3.8793, -0.1677, -1.2926], [-4.2249, 0.5215, -0.5194], [-4.7592, -0.6673, -1.7045], [-2.9951, -1.2420, -0.6492], [-3.8586, -2.1948, 0.1799], [-4.3681, -1.6536, 0.9750], [-4.6096, -2.6663, -0.4485], [-3.2506, -2.9789, 0.6251], [-1.9161, -0.6488, 0.2638], [-0.9633, 0.1725, -0.4586], [-0.2969, 1.1683, 0.1913], [-0.6563, 1.6038, 1.2686], [0.7744, 1.7108, -0.4873], [1.3630, 1.1862, -1.6470], [1.7155, -0.1513, -1.7885], [2.2968, -0.5939, -2.9642], [2.5458, 0.2926, -3.9990], [2.2353, 1.6332, -3.8549], [1.6520, 2.0875, -2.6805], [1.3287, 3.4294, -2.5005], [1.1022, 4.0093, -1.2891], [0.8635, 5.1876, -1.1757], [1.2149, 3.0397, -0.1198], [2.2636, 3.0191, 0.2070], [0.5986, 3.3881, 0.7115], [1.3709, 4.0436, -3.3037], [2.4409, 2.3340, -4.6504], [2.9957, -0.0563, -4.9153], [2.5643, -1.6339, -3.0629], [1.5603, -0.8412, -0.9731], [-0.5594, -0.2416, -1.2850], [-2.3644, -0.0045, 1.0208], [-1.0500, -1.7503, 0.8745], [-0.5369, -2.5900, 0.1222], [-0.7443, -1.6963, 2.1687], [0.2178, -2.6369, 2.7593], [0.0969, -2.4356, 4.2695], [0.9329, -1.8170, 4.6007], [-1.2266, -1.7004, 4.4563], [-2.0543, -2.4109, 4.4936], [-1.2441, -1.0963, 5.3596], [-1.3305, -0.8504, 3.1947], [-0.7562, 0.0771, 3.2799], [-2.3637, -0.6039, 2.9573], [0.1335, -3.3800, 4.8077], [-0.0481, -3.6544, 2.4410], [1.6613, -2.3544, 2.2658], [2.5182, -1.9416, 2.9946], [1.8751, -2.6213, 0.9908], [1.0195, -2.8402, 0.5169], [-2.4934, -1.8185, -1.4336], [-3.9483, 1.2443, -2.9143]], "atomic_forces_ev_per_a": [[-0.19, 0.11, 0.11], [0.02, 0.05, -0.10], [0.08, -0.05, -0.12], [0.32, -0.07, -0.14], [-0.12, -0.01, 0.08], [-0.05, 0.00, 0.08], [-0.14, 0.09, 0.23], [0.26, 0.05, -0.17], [-0.10, 0.06, 0.12], [-0.08, -0.05, -0.01], [-0.01, -0.15, 0.09], [0.01, -0.14, -0.10], [-0.03, -0.13, -0.10], [-0.10, -0.04, -0.28], [-0.14, 0.10, 0.35], [0.14, 0.23, 0.00], [0.17, -0.17, -0.42], [0.12, 0.14, -0.05], [-0.04, -0.08, -0.04], [-0.03, 0.02, 0.00], [-0.01, -0.02, 0.11], [-0.01, -0.41, 0.16], [-0.01, 0.06, -0.58], [-0.07, -0.05, 0.30], [0.01, 0.16, 0.14], [0.03, 0.28, 0.38], [-0.10, 0.04, -0.02], [0.16, 0.02, -0.21], [-0.06, 0.01, 0.19], [0.04, 0.09, -0.08], [0.05, -0.03, -0.09], [0.03, -0.11, -0.01], [-0.02, -0.04, 0.13], [-0.02, 0.08, 0.04], [0.00, -0.14, -0.07], [-0.12, 0.19, 0.14], [-0.11, -0.19, -0.31], [0.13, -0.25, -0.01], [0.38, -0.35, -0.03], [-0.01, 0.10, 0.02], [-0.05, -0.09, -0.02], [-0.01, -0.08, -0.14], [-0.05, 0.03, 0.01], [-0.05, 0.02, 0.03], [-0.26, 0.50, 0.41], [-0.12, -0.06, 0.01], [0.08, 0.05, -0.02], [0.06, -0.01, -0.01], [0.03, 0.16, 0.04], [-0.50, -0.09, 0.31], [0.22, 0.04, 0.00], [0.14, -0.11, -0.67], [0.19, 0.13, 0.44], [0.00, 0.01, 0.01], [-0.02, 0.07, -0.12]], "mulliken_charge": [-1.14, 0.17, 0.30, -0.65, 0.32, 0.36, 0.63, -1.73, 0.32, 0.49, 0.35, -0.34, 0.00, 0.47, -0.74, 0.18, -0.14, -0.24, -0.75, -0.73, -0.62, 0.42, -0.08, 0.45, -0.65, -0.81, 0.39, 0.30, 0.23, 0.39, 0.38, 0.47, 0.84, 0.57, 0.93, -0.42, -0.84, 0.35, -0.46, -0.72, 0.33, -0.80, 0.34, 0.39, -0.45, 0.19, 0.39, 0.38, 0.39, 0.63, -0.61, -0.56, 0.42, 0.28, 0.44]}



No. 3
{"formula": "C20H26N4O8", "method": "ωB97M-V/def2-TZVPD", "total_energy_ev": -43502.4868, "e_homo_ha": -0.298, "smiles": "Oc1ccc(O)cc1.Oc1ccc(O)cc1.Oc1ccc(O)cc1.NC(N)=O.NC(N)=O", "lumo_ev": 0.4, "relative_energy_kcal_mol": 0.0, "charge": 0, "symbols": ["C", "C", "C", "C", "C", "C", "O", "O", "H", "H", "H", "H", "H", "H", "C", "C", "C", "C", "C", "C", "O", "O", "H", "H", "H", "H", "H", "H", "C", "C", "C", "C", "C", "C", "O", "O", "H", "H", "H", "H", "H", "H", "C", "O", "N", "N", "H", "H", "H", "H", "C", "O", "N", "N", "H", "H", "H", "H"], "xyz": [[6.3787, -3.5146, -2.3248], [5.4014, -2.5346, -2.4927], [5.2136, -1.5704, -1.5240], [6.0037, -1.5186, -0.3639], [6.9450, -2.5089, -0.1641], [7.0871, -3.4737, -1.1457], [8.1938, -4.3270, -1.1048], [4.1350, -0.6952, -1.6091], [6.5836, -4.3857, -2.9297], [4.8377, -2.6444, -3.4115], [5.7670, -0.9012, 0.4922], [7.5545, -2.5629, 0.7297], [8.4969, -4.2865, -0.1897], [3.3353, -1.2339, -1.4967], [-6.5477, -1.1800, 0.5401], [-7.0755, 0.0928, 0.2879], [-6.2164, 1.1491, 0.0163], [-4.8515, 0.9876, -0.1208], [-4.3627, -0.3241, -0.0578], [-5.1819, -1.3857, 0.3557], [-4.5747, -2.6081, 0.5756], [-6.6422, 2.4628, -0.1635], [-7.2529, -1.9973, 0.6160], [-8.1512, 0.1678, 0.1989], [-4.1481, 1.7112, -0.4992], [-3.3034, -0.4720, -0.2108], [-5.1574, -3.2263, 0.1144], [-7.5913, 2.4665, 0.0110], [-3.3710, 3.5578, 3.3403], [-3.1197, 4.2378, 4.5166], [-1.8054, 4.3916, 4.9431], [-0.7591, 3.7871, 4.2630], [-0.9852, 3.1780, 3.0202], [-2.2939, 3.1121, 2.5570], [-2.6075, 2.4910, 1.3642], [-1.5825, 5.1826, 6.0437], [-4.3419, 3.7100, 2.8837], [-3.9350, 4.7207, 5.0388], [0.2751, 3.8766, 4.5639], [-0.1058, 2.8755, 2.4709], [-3.2262, 3.0392, 0.8714], [-2.3168, 5.2438, 6.6565], [0.9095, 0.0206, -0.5458], [1.1291, -0.9325, -1.3094], [-0.3940, 0.3986, -0.3445], [1.8292, 0.8816, -0.0573], [-1.1263, 0.0195, -0.9093], [-0.5490, 1.0687, 0.3861], [2.7832, 0.8897, -0.3777], [1.3972, 1.6168, 0.4615], [2.5427, -2.8451, -4.5071], [2.7099, -3.8870, -5.1328], [2.8509, -1.6377, -5.0198], [1.9925, -2.7633, -3.2482], [3.3067, -1.6265, -5.9131], [2.5646, -0.8061, -4.5391], [1.6619, -1.8991, -2.8399], [1.6902, -3.5891, -2.7657]], "atomic_forces_ev_per_a": [[-0.39, 0.38, 1.30], [0.56, -1.14, -0.85], [-0.28, 0.46, 0.79], [-0.57, -0.89, 0.03], [-0.23, -0.01, -0.43], [2.22, -0.35, -0.52], [-0.78, 0.04, 0.76], [-0.03, 0.03, 0.03], [-0.24, 0.34, -0.59], [-0.39, 0.62, 0.27], [-0.13, 0.52, -0.40], [-0.01, 0.14, 0.03], [0.31, -0.27, -0.17], [-0.17, 0.21, -0.21], [0.14, 0.57, -1.15], [0.51, -0.52, -0.03], [-0.05, 1.59, -0.08], [0.26, -2.34, -0.68], [-0.40, 0.43, 1.04], [0.59, 0.64, 0.12], [-0.70, 0.04, -0.63], [-0.56, -0.78, 0.16], [0.19, -0.17, 0.45], [-0.03, 0.41, 0.26], [-0.42, 0.53, 0.18], [-0.02, -0.34, 0.01], [0.35, -0.41, 0.32], [0.06, 0.27, -0.08], [0.76, 1.22, -0.39], [0.25, -0.24, -0.58], [-0.76, -0.02, 0.99], [0.08, 0.33, -0.61], [-0.72, 0.49, 0.71], [-0.64, -0.61, 0.23], [0.82, 0.05, -0.38], [1.30, -0.06, 0.00], [-0.17, -0.74, 0.05], [0.05, 0.02, 0.12], [-0.12, 0.17, 0.41], [-0.25, -0.31, -0.28], [-0.11, -0.03, 0.12], [-0.33, -0.24, -0.28], [-1.01, -0.54, -2.60], [0.68, 0.52, 0.85], [1.05, 0.31, 1.05], [-0.52, -0.53, 0.53], [-0.02, -0.25, 0.17], [-0.88, 0.10, -0.17], [0.03, -0.18, 0.12], [0.75, 0.65, 0.10], [-0.99, -1.00, 0.28], [0.27, 0.27, 0.55], [0.27, 0.58, -0.27], [0.11, -0.08, 0.02], [-0.14, 0.22, -0.01], [0.29, 0.20, -0.18], [0.13, -0.11, -0.13], [0.04, -0.22, -0.34]], "mulliken_charge": [-0.85, -0.03, 0.12, -0.57, -0.60, 0.94, -0.51, -0.51, 0.40, 0.46, 0.37, 0.26, 0.27, 0.32, -0.57, -0.71, 0.51, -0.23, -0.55, 0.37, -0.52, -0.54, 0.30, 0.32, 0.66, 0.30, 0.33, 0.29, -0.43, -0.45, 0.55, -0.59, -0.36, 0.37, -0.42, -0.55, 0.29, 0.31, 0.39, 0.27, 0.34, 0.31, 0.73, -0.81, -0.24, -0.25, 0.12, 0.01, 0.23, 0.10, 0.47, -0.68, -0.31, -0.19, 0.21, 0.18, 0.24, 0.15]}